The following is a quantum chemistry calculation of a structure of composition C20H37N2O2P3Ru in a non-equilibrium geometry, from the OMol25 dataset.

Last column: Mulliken charge in e.
Cartesian coordinates (Å):
P: 2.4730 -0.2225 0.1478  0.90
C: 3.5092 -0.3107 1.6626  -1.27
H: 4.5462 -0.1262 1.3538  0.55
H: 3.4441 -1.3071 2.1130  0.39
H: 3.2108 0.4580 2.3782  0.41
C: 3.0098 -1.7752 -0.6340  -1.26
H: 2.8447 -1.7736 -1.7103  0.36
H: 2.4688 -2.6243 -0.2051  0.27
H: 4.0807 -1.9218 -0.4559  0.52
C: 3.3189 1.1305 -0.7285  -1.14
H: 4.3829 0.8785 -0.8552  0.58
H: 3.2338 2.0467 -0.1267  0.49
H: 2.8557 1.2918 -1.7114  0.04
P: -0.8168 2.6879 -0.2392  0.93
C: -1.0926 3.8878 1.1267  -1.19
H: -1.5119 4.7935 0.6804  0.53
H: -0.1434 4.1153 1.6137  0.46
H: -1.7974 3.4642 1.8431  0.41
C: 0.4157 3.5735 -1.2248  -1.08
H: 0.3248 3.3412 -2.2867  0.27
H: 1.4226 3.3015 -0.8956  0.20
H: 0.2758 4.6498 -1.0890  0.58
C: -2.4355 2.6044 -1.0314  -1.11
H: -2.7025 3.5956 -1.4161  0.54
H: -3.1819 2.2886 -0.2928  0.43
H: -2.4301 1.8821 -1.8528  0.04
P: -2.0122 -1.4395 0.1860  0.72
C: -2.9427 -1.9376 1.6850  -1.22
H: -3.5487 -2.8148 1.4258  0.53
H: -3.6032 -1.1278 2.0091  0.47
H: -2.2490 -2.2058 2.4866  0.29
C: -3.4172 -1.0587 -0.9045  -1.11
H: -4.2632 -1.7188 -0.6707  0.55
H: -3.1500 -1.1883 -1.9570  0.30
H: -3.7207 -0.0182 -0.7379  0.28
C: -1.2828 -3.0054 -0.3356  -1.09
H: -2.0569 -3.6530 -0.7688  0.50
H: -0.8379 -3.5212 0.5242  0.38
H: -0.5026 -2.8324 -1.0843  0.14
Ru: -0.1157 0.3757 0.2505  2.29
C: 0.8920 1.4113 1.4231  -0.83
O: 1.4014 2.0245 2.2943  -0.22
C: -1.4663 0.7338 1.4876  -0.65
O: -2.1807 1.0030 2.3872  -0.23
C: -1.3564 0.1071 -3.0887  -0.73
C: -0.8081 -1.1578 -2.8700  -1.10
C: 0.5727 -1.3083 -2.7630  -0.54
C: 1.4059 -0.2070 -2.9539  -1.33
C: 0.8568 1.0549 -3.1533  -0.62
C: -0.5227 1.2112 -3.2345  -1.02
H: -2.4291 0.2123 -3.2763  0.87
H: -1.4455 -2.0504 -2.9253  0.96
H: 0.9971 -2.3113 -2.6550  0.84
H: 2.4811 -0.3478 -3.0899  1.05
H: 1.5161 1.8957 -3.3742  0.80
H: -0.9591 2.1747 -3.5228  0.83
N: 0.7111 -2.3704 2.2989  -0.05
C: 0.8336 -2.9997 3.4937  -0.05
C: 0.5097 -2.0432 4.4521  -0.88
C: 0.1980 -0.8672 3.7409  -0.26
N: 0.3111 -1.0969 2.4156  0.69
H: 0.9115 -2.7535 1.3805  -0.03
H: 1.1328 -4.0316 3.5829  0.55
H: 0.5041 -2.1641 5.5229  0.54
H: -0.0700 0.0971 4.1551  0.54

Values from the calculation:
expectation value of S²: 6.038
2S+1: 5
E: -58816.70232 eV
total charge: +4
highest occupied orbital energy (alpha / beta): -19.909 / -20.964 eV

***

The following is a quantum chemistry calculation of an isolated molecule of C20H37N3O3, from the OMol25 dataset.

Last column: Mulliken charge in e.
Cartesian coordinates (Å):
C: 2.7739 3.9716 -2.6092  -1.74
H: 3.5806 4.5813 -2.2075  0.41
H: 3.1959 3.0336 -2.9640  0.33
H: 2.3387 4.4938 -3.4583  0.45
C: 1.7154 3.7075 -1.5429  0.57
C: 2.3202 2.9875 -0.3386  -0.75
C: 1.2664 2.7556 0.7403  -1.14
H: 1.7256 2.2766 1.6088  0.45
C: 0.0964 1.9169 0.2078  0.69
C: 0.5086 0.4746 -0.0623  -0.22
O: 0.4445 -0.0520 -1.1636  -0.87
N: 0.9087 -0.1825 1.0459  0.32
H: 0.8328 0.3144 1.9187  0.41
C: 1.4680 -1.5286 1.1302  -0.17
H: 1.8232 -1.6562 2.1582  0.76
C: 2.6653 -1.7170 0.1769  1.02
C: 3.8031 -0.7816 0.5820  -1.50
H: 3.4716 0.2539 0.5963  0.20
H: 4.6268 -0.8657 -0.1229  0.44
H: 4.1723 -1.0401 1.5728  0.38
C: 3.1414 -3.1666 0.2061  -1.63
H: 2.3659 -3.8431 -0.1431  0.33
H: 3.4113 -3.4563 1.2194  0.35
H: 4.0142 -3.2847 -0.4319  0.47
H: 2.3440 -1.4657 -0.8374  0.17
C: 0.4037 -2.6256 0.9228  -0.50
O: 0.1918 -3.4627 1.7796  -0.71
N: -0.2275 -2.5704 -0.2573  0.29
H: 0.0007 -1.8134 -0.8994  0.14
C: -1.2581 -3.5069 -0.6372  -0.82
H: -1.4737 -4.1213 0.2408  0.49
H: -0.8573 -4.1594 -1.4235  0.35
C: -2.5270 -2.8288 -1.1638  -0.50
H: -2.9983 -3.5172 -1.8679  0.42
H: -2.2469 -1.9347 -1.7236  0.26
C: -3.6044 -2.4757 -0.1151  -1.02
N: -3.4654 -1.2755 0.6771  0.02
C: -3.2927 -0.0500 -0.0754  -0.03
C: -3.5246 1.1316 0.8686  -0.99
O: -2.6366 1.0954 1.9648  -0.39
C: -2.7914 -0.1129 2.6795  -0.94
C: -2.5244 -1.3176 1.7771  -0.19
H: -2.6615 -2.2417 2.3398  0.63
H: -1.4807 -1.2630 1.4364  -0.09
H: -2.0771 -0.0774 3.5040  0.39
H: -3.8128 -0.1747 3.0814  0.37
H: -3.3449 2.0797 0.3586  0.39
H: -4.5611 1.1016 1.2345  0.41
H: -4.0264 -0.0200 -0.8837  0.49
H: -2.2807 0.0357 -0.5059  -0.14
H: -4.5537 -2.3679 -0.6530  0.40
H: -3.7103 -3.3112 0.5816  0.44
C: -0.4871 2.5836 -1.0422  -1.01
C: 0.5755 2.8592 -2.1027  -0.92
H: 0.9743 1.9095 -2.4609  0.17
H: 0.1133 3.3704 -2.9500  0.48
H: -1.2601 1.9423 -1.4691  0.26
H: -0.9558 3.5244 -0.7429  0.57
H: -0.6850 1.8729 0.9773  0.16
H: 0.8738 3.7209 1.0694  0.55
H: 2.7257 2.0286 -0.6703  0.09
H: 3.1431 3.5758 0.0749  0.46
H: 1.3087 4.6689 -1.2063  0.28

Values from the calculation:
structure (SMILES): CC(C)[C@@H](NC(=O)[C@H]1CC[C@@H](C)CC1)C(=O)NCCCN1CCOCC1
E: -31954.99308 eV
highest occupied orbital energy: -8.355 eV

***

The following is a quantum chemistry calculation of a structure of composition C20H37N6PS5Sc, from the OMol25 dataset.

Last column: Mulliken charge in e.
Cartesian coordinates (Å):
Sc: 0.5220 -0.0595 -0.3552  -0.08
S: 0.1988 -4.1688 -2.4428  -0.20
C: 0.1994 -2.7168 -1.7004  0.36
S: 0.2259 -2.5021 0.0313  -0.48
S: 0.3593 -1.1954 -2.5889  -0.70
C: -2.3854 1.3418 -2.6266  -1.09
C: -2.9191 1.6986 -1.2380  0.70
C: -4.4505 1.7147 -1.2731  -1.68
P: -2.1266 0.6775 0.0972  0.96
C: -2.3091 1.6533 1.6705  0.68
C: -1.1940 2.6942 1.8011  -1.51
C: -3.6521 2.3444 1.9104  -1.83
C: -3.0788 -0.8853 0.3909  0.91
C: -3.2198 -1.6893 -0.9047  -1.50
C: -4.4159 -0.7673 1.1215  -1.63
H: -2.8079 2.0324 -3.3597  0.50
H: -2.6667 0.3300 -2.9194  0.26
H: -1.3013 1.4196 -2.6770  -0.03
H: -2.5653 2.7095 -0.9990  0.47
H: -4.8432 0.7478 -1.5873  0.25
H: -4.7794 2.4500 -2.0101  0.50
H: -4.9052 1.9742 -0.3224  0.31
H: -2.1639 0.8930 2.4474  0.42
H: -1.2681 3.4510 1.0166  0.31
H: -0.1982 2.2547 1.7541  0.16
H: -1.2862 3.2137 2.7577  0.51
H: -3.8035 3.1560 1.1964  0.34
H: -3.6496 2.7894 2.9076  0.49
H: -4.5012 1.6688 1.8503  0.33
H: -2.3911 -1.4399 1.0385  0.25
H: -3.9868 -1.2656 -1.5540  0.25
H: -3.5184 -2.7108 -0.6656  0.44
H: -2.2868 -1.7402 -1.4667  0.13
H: -5.1390 -0.1739 0.5630  0.23
H: -4.3053 -0.3338 2.1155  0.37
H: -4.8383 -1.7665 1.2452  0.48
C: 1.1996 0.0476 5.2722  -0.97
N: 1.4244 -0.8268 4.1220  0.04
C: 1.9325 -2.1828 4.3439  -0.84
C: 1.1236 -0.4399 2.9181  0.36
N: 0.8776 -0.0882 1.8433  0.08
H: 2.1188 0.1241 5.8515  0.33
H: 0.4074 -0.3557 5.9032  0.33
H: 0.9166 1.0387 4.9275  0.32
H: 2.8953 -2.1310 4.8511  0.33
H: 2.0587 -2.6803 3.3857  0.23
H: 1.2290 -2.7493 4.9541  0.33
S: 0.8490 2.4597 -1.0320  -0.42
C: 2.1293 2.3469 -2.1580  0.00
N: 2.1180 1.6591 -3.2949  0.10
C: 3.4350 1.6336 -3.9351  -0.44
C: 4.2409 2.6378 -3.0805  -0.45
N: 3.2927 2.9680 -2.0173  -0.04
H: 1.3963 0.9846 -3.4925  0.13
H: 3.3637 1.9444 -4.9747  0.37
H: 3.8573 0.6304 -3.8915  0.22
H: 4.5146 3.5283 -3.6437  0.32
H: 5.1407 2.1902 -2.6635  0.27
H: 3.5089 3.5007 -1.1929  0.20
S: 3.2532 -0.0437 -0.3858  -0.43
C: 3.5857 -1.7232 -0.4455  0.41
N: 3.3042 -2.4104 -1.5858  0.19
C: 3.5173 -3.7281 -1.7248  -0.17
C: 4.0971 -4.4086 -0.6947  -0.71
C: 4.3920 -3.6646 0.4484  -0.01
N: 4.1483 -2.3701 0.5797  -0.55
H: 2.7809 -1.9048 -2.3026  0.09
H: 3.2000 -4.1698 -2.6581  0.60
H: 4.2959 -5.4666 -0.7563  0.43
H: 4.8470 -4.1496 1.3051  0.42

Values from the calculation:
E: -114446.17210 eV
total charge: +1
highest occupied orbital energy: -10.093 eV